{
  "formula": "C19H18BrN3O4S3Se2Ti",
  "method": "ωB97M-V/def2-TZVPD",
  "species": ["Ti", "O", "C", "C", "C", "O", "C", "Se", "C", "Se", "H", "H", "H", "H", "H", "H", "H", "H", "H", "H", "Br", "C", "C", "N", "C", "C", "C", "C", "O", "O", "H", "H", "H", "S", "C", "S", "C", "N", "N", "C", "C", "C", "C", "C", "C", "S", "H", "H", "H", "H", "H"],
  "coordinates": [[1.27726, 0.85608, -0.32458], [1.40127, 4.78959, 0.39008], [0.53359, 3.73614, 0.69712], [0.78724, 3.18838, 2.09224], [0.50556, 4.32342, 3.08908], [0.62896, 3.80678, 4.40638], [2.26044, 2.81325, 2.26827], [2.97632, 1.24969, 1.28835], [-0.18913, 2.04598, 2.41173], [-0.71223, 0.75763, 0.97873], [1.34277, 4.92940, -0.56608], [0.66731, 2.92509, -0.03038], [-0.52270, 4.01333, 0.57802], [-0.50759, 4.70247, 2.90936], [1.21427, 5.13571, 2.90873], [0.51480, 4.52333, 5.03653], [2.46246, 2.59079, 3.31261], [2.87812, 3.64969, 1.95303], [-1.14105, 2.46245, 2.73600], [0.20175, 1.43367, 3.22001], [-1.13003, -1.21322, -5.72305], [-0.57621, 0.56290, -5.40319], [-0.65401, 1.50621, -6.41857], [-0.28365, 2.77130, -6.25242], [0.16792, 3.13985, -5.06030], [0.28721, 2.25815, -3.99098], [-0.08868, 0.93348, -4.16571], [0.79326, 2.76386, -2.68575], [0.75238, 3.93370, -2.38051], [1.33846, 1.84263, -1.89656], [-1.02784, 1.22567, -7.39607], [0.45639, 4.17619, -4.93494], [-0.00901, 0.21257, -3.36347], [1.02828, -4.36781, 3.66406], [0.92020, -3.68494, 2.17532], [1.94456, -2.36747, 1.62487], [1.06439, -2.32219, 0.12205], [0.14228, -3.20542, 0.02196], [0.06917, -3.97426, 1.15074], [-0.95317, -4.97663, 1.17419], [-0.66592, -6.26366, 1.60046], [-1.67463, -7.21387, 1.59461], [-2.94971, -6.88088, 1.16042], [-3.22045, -5.59188, 0.72585], [-2.22130, -4.63132, 0.73292], [1.39832, -1.25338, -1.22939], [0.32989, -6.51171, 1.93631], [-1.45971, -8.22055, 1.92764], [-3.73292, -7.62777, 1.15808], [-4.21268, -5.32964, 0.38338], [-2.41221, -3.62280, 0.39283]],
  "forces_ev_per_angstrom": [[-0.039, 0.046, -0.148], [-0.022, 0.071, 0.057], [-0.106, -0.107, -0.054], [0.038, 0.071, -0.034], [0.013, -0.004, -0.021], [-0.012, 0.001, -0.007], [-0.051, -0.029, -0.009], [-0.018, -0.026, -0.129], [0.010, -0.042, 0.003], [0.136, 0.122, -0.028], [0.028, -0.059, -0.017], [0.032, 0.147, -0.013], [-0.005, 0.046, 0.093], [0.000, -0.001, 0.005], [-0.008, 0.016, 0.014], [0.010, -0.004, -0.005], [-0.016, -0.020, 0.006], [0.014, 0.011, 0.004], [-0.022, -0.016, -0.019], [-0.005, -0.019, -0.007], [0.014, 0.042, 0.008], [-0.004, -0.037, 0.002], [0.005, -0.011, 0.020], [-0.005, 0.039, -0.041], [-0.045, -0.025, 0.051], [-0.039, -0.059, 0.042], [0.042, -0.019, -0.056], [0.246, 0.289, -0.026], [-0.023, -0.075, 0.014], [-0.259, -0.346, 0.223], [-0.001, 0.005, 0.001], [-0.003, -0.004, -0.008], [-0.002, 0.002, 0.008], [0.012, 0.047, 0.038], [0.160, 0.085, -0.092], [-0.206, -0.107, -0.050], [0.023, -0.116, 0.194], [-0.110, -0.040, -0.012], [0.061, 0.040, -0.013], [-0.044, 0.018, -0.021], [0.034, 0.029, -0.019], [-0.016, 0.003, -0.008], [-0.015, -0.038, 0.007], [0.017, 0.030, -0.002], [-0.011, -0.007, 0.013], [0.192, 0.052, 0.038], [-0.012, -0.009, -0.004], [0.003, 0.004, -0.001], [0.008, 0.003, 0.001], [0.004, 0.002, -0.001], [-0.001, -0.003, 0.001]],
  "nbo_charge": [0.943, -0.730, -0.002, -0.159, -0.049, -0.731, -0.517, -0.034, -0.506, -0.045, 0.507, 0.124, 0.182, 0.168, 0.190, 0.480, 0.247, 0.248, 0.232, 0.243, 0.087, -0.136, 0.035, -0.393, 0.082, -0.206, -0.150, 0.811, -0.597, -0.772, 0.210, 0.217, 0.240, -0.127, -0.129, 0.454, -0.137, -0.245, -0.275, 0.209, -0.221, -0.203, -0.204, -0.204, -0.228, -0.030, 0.239, 0.219, 0.216, 0.218, 0.231],
  "homo_energy_ha": -0.3014,
  "spin_multiplicity": 1,
  "homo_lumo_gap_ev": 6.77,
  "e_tot_ev": -289013.4115,
  "de_lowest_ev": 0.365,
  "fmax_ev_per_a": 0.49
}



{
  "formula": "C31H33ClGdN2O2Si2",
  "method": "ωB97M-V/def2-TZVPD",
  "species": ["C", "C", "C", "H", "C", "C", "H", "H", "H", "H", "Gd", "Si", "C", "C", "H", "C", "H", "C", "H", "C", "H", "C", "H", "C", "C", "H", "C", "H", "C", "H", "C", "H", "C", "H", "H", "Si", "C", "C", "H", "C", "H", "C", "H", "C", "H", "C", "H", "C", "C", "H", "C", "H", "C", "H", "C", "H", "C", "H", "H", "Cl", "C", "O", "C", "O", "N", "N", "H", "H", "H", "H", "H", "H"],
  "coordinates": [[3.88125, -0.08985, 3.53433], [3.56217, 0.73122, 2.41027], [2.16448, 1.01275, 2.46187], [4.27394, 1.13486, 1.69502], [1.61519, 0.36913, 3.61191], [2.68606, -0.30643, 4.28190], [2.63601, -0.73909, 5.29397], [4.88644, -0.35152, 3.87099], [1.61217, 1.70161, 1.80376], [0.58582, 0.47965, 3.97732], [2.36928, -1.36437, 2.11655], [-0.63746, -0.54932, -0.35308], [0.81733, -0.04688, -1.47545], [0.92539, -0.81408, -2.65682], [0.30360, -1.72156, -2.76196], [1.75465, -0.38919, -3.70337], [1.66736, -0.86930, -4.67516], [2.66940, 0.64651, -3.49625], [3.33788, 0.96644, -4.30374], [2.74254, 1.24609, -2.22379], [3.51524, 2.00003, -2.02967], [1.84809, 0.89195, -1.20786], [1.98362, 1.32661, -0.21539], [-1.26611, 0.84255, 0.73857], [-1.09869, 2.19468, 0.33318], [-0.54649, 2.43927, -0.59927], [-1.62264, 3.21599, 1.12718], [-1.58183, 4.24323, 0.75600], [-2.15455, 2.94143, 2.38843], [-2.53593, 3.75020, 3.01772], [-2.13057, 1.62601, 2.87186], [-2.48279, 1.40709, 3.87702], [-1.63431, 0.58456, 2.07316], [-1.51102, -0.42383, 2.49077], [0.36810, -1.03698, 0.74450], [-2.45845, -0.57034, -1.84078], [-3.86293, 0.57912, -1.27953], [-4.40703, 1.56094, -2.13945], [-4.11961, 1.58923, -3.19590], [-5.30569, 2.48567, -1.62602], [-5.71406, 3.24584, -2.28576], [-5.70914, 2.44060, -0.30229], [-6.42462, 3.16956, 0.08385], [-5.24582, 1.41168, 0.51749], [-5.59207, 1.32293, 1.54795], [-4.36181, 0.45830, 0.03621], [-4.03431, -0.37757, 0.67405], [-2.05770, -0.01155, -3.62640], [-1.39233, 1.22247, -3.67448], [-1.14222, 1.75495, -2.76023], [-1.00727, 1.72623, -4.91526], [-0.41154, 2.63574, -4.92017], [-1.38785, 1.08837, -6.08994], [-1.09687, 1.52004, -7.05455], [-2.15318, -0.07725, -6.03543], [-2.47537, -0.55139, -6.94843], [-2.50404, -0.64203, -4.80346], [-3.12273, -1.54292, -4.73117], [-3.23037, -1.82654, -2.19776], [-1.69024, -2.60942, -0.33763], [6.16006, -4.41335, 2.98212], [4.91071, -4.63525, 3.69480], [3.88508, -3.81092, 3.40778], [3.98677, -2.94357, 2.52107], [2.80290, -3.99512, 4.09711], [1.69833, -3.09692, 3.84356], [6.79260, -5.18750, 3.36564], [6.56189, -3.42060, 3.20269], [6.00786, -4.51884, 1.89645], [2.75971, -4.77437, 4.80543], [0.87527, -3.64066, 3.59606], [1.46245, -2.61507, 4.71792]],
  "forces_ev_per_angstrom": [[0.124, 1.377, 0.985], [-0.154, 0.752, 1.075], [0.066, 1.395, 0.858], [-0.196, -0.236, 0.043], [0.483, 1.171, 0.790], [0.311, 1.425, 0.768], [0.021, 0.051, -0.758], [-0.422, -0.170, -0.354], [0.244, -0.675, 0.323], [0.520, -0.195, -0.360], [-1.763, -3.361, -4.345], [0.424, 0.202, 0.124], [0.849, -1.206, -0.289], [-0.253, 0.657, -0.087], [0.128, 0.761, -0.262], [0.212, -0.206, 0.358], [0.209, -0.037, 0.192], [-0.311, 0.081, 0.400], [-0.333, -0.091, 0.376], [0.223, -0.168, -0.225], [-0.336, -0.322, -0.049], [-0.394, -0.259, -0.464], [-0.374, 0.162, -0.383], [1.294, 0.676, 0.963], [-0.504, -0.629, -0.147], [-0.772, -0.197, 0.534], [0.338, 0.142, -0.063], [0.045, -0.295, 0.224], [-0.015, -0.419, 0.011], [0.064, -0.309, -0.285], [0.284, -0.009, -0.206], [0.081, 0.089, -0.101], [-0.349, 0.599, -0.342], [-0.403, 0.288, -0.252], [0.267, -0.621, 0.635], [-2.771, -0.172, -2.968], [0.068, -0.009, 0.238], [0.547, -0.464, 0.581], [-0.012, 0.108, 0.484], [-0.283, 0.189, -0.398], [0.027, -0.048, 0.075], [-0.054, -0.179, 0.287], [0.281, -0.188, -0.109], [-0.306, -0.202, 0.403], [-0.017, 0.130, -0.238], [0.351, 0.283, -0.583], [-0.113, 0.539, -0.245], [-0.171, 0.530, 1.013], [0.148, -0.715, -1.221], [0.096, -0.070, -0.102], [-0.019, 0.462, 0.531], [-0.139, -0.038, -0.294], [0.075, -0.017, -0.155], [-0.132, -0.264, 0.381], [-0.077, -0.024, 0.381], [-0.062, -0.036, -0.162], [0.567, 0.466, 0.390], [0.353, 0.266, -0.121], [0.393, 0.397, 0.200], [1.444, -0.015, 1.353], [-0.498, 0.367, -0.517], [-1.424, 0.773, 0.077], [3.733, -0.062, -1.950], [0.200, -0.638, 0.409], [-2.728, -1.054, 2.353], [0.472, -1.172, 1.123], [0.391, -0.272, 0.069], [-0.140, -0.209, 0.041], [0.026, -0.006, 0.494], [-0.125, 1.339, -1.066], [0.043, -0.233, -0.161], [0.248, -0.183, -0.278]],
  "lowdin_spin": [0.002, 0.002, 0.004, 0.001, 0.002, 0.006, 0.000, 0.000, 0.001, 0.002, 7.464, -0.110, -0.042, 0.002, 0.000, 0.000, 0.000, 0.004, 0.000, -0.002, -0.001, -0.001, 0.000, -0.044, -0.002, 0.000, -0.003, -0.001, 0.004, 0.000, -0.002, 0.000, 0.001, 0.001, -0.010, -0.099, -0.019, -0.006, 0.000, -0.001, 0.000, -0.003, 0.000, 0.000, 0.000, -0.003, 0.000, -0.026, -0.005, 0.000, 0.000, 0.000, -0.004, 0.000, -0.001, 0.000, -0.007, 0.000, 0.001, -0.138, 0.000, 0.000, 0.004, 0.013, 0.003, 0.008, 0.000, 0.000, 0.000, 0.000, 0.004, 0.002],
  "homo_energy_ha": [-0.3296, -0.3668],
  "spin_multiplicity": 8,
  "homo_lumo_gap_ev": [3.75, 6.82],
  "e_tot_ev": -88861.7628,
  "s_squared": 16.3390,
  "total_charge": 1,
  "fmax_ev_per_a": 5.77
}